This record from OMol25 describes a structure of composition C48H58AsCrF5N2O2P2Si3 in a non-equilibrium geometry. The level of theory is ωB97M-V/def2-TZVPD.

XYZ file:
```
122
C48H58AsCrF5N2O2P2Si3, DFT ωB97M-V/def2-TZVPD
Cr 0.40 0.68 0.06
C -1.33 -0.09 -3.03
N -1.81 -1.36 -2.60
C -2.33 -1.41 -1.24
P -1.09 -1.48 0.16
C -0.31 -3.08 -0.14
C -1.10 -4.17 -0.41
C -0.54 -5.39 -0.54
C 0.83 -5.61 -0.36
C 1.63 -4.50 -0.15
C 1.08 -3.23 -0.02
C -2.35 -1.81 1.43
C -3.39 -0.92 1.48
C -4.48 -1.16 2.27
C -4.55 -2.30 3.08
C -3.49 -3.18 3.07
C -2.37 -2.97 2.28
C -2.67 -2.21 -3.46
C -3.80 -1.54 -3.85
C -4.76 -2.17 -4.58
C -4.61 -3.48 -4.92
C -3.44 -4.22 -4.63
C -2.44 -3.58 -3.81
P 0.35 0.37 -2.41
C 0.70 1.66 -3.70
C -0.28 2.61 -3.99
C -0.05 3.46 -5.07
C 1.14 3.43 -5.76
C 2.04 2.43 -5.47
C 1.90 1.54 -4.39
C 1.39 -1.05 -2.93
C 2.73 -1.08 -2.53
C 3.48 -2.19 -2.68
C 3.03 -3.34 -3.30
C 1.71 -3.27 -3.80
C 0.91 -2.21 -3.61
H -2.05 0.72 -2.64
H -1.28 -0.08 -4.13
H -2.94 -2.29 -1.19
H -3.04 -0.60 -1.04
H -2.17 -4.15 -0.53
H -1.19 -6.23 -0.72
H 1.15 -6.68 -0.35
H 2.74 -4.54 -0.07
H 1.65 -2.39 0.23
H -3.43 0.03 0.91
H -5.23 -0.45 2.14
H -5.34 -2.41 3.81
H -3.60 -4.11 3.67
H -1.51 -3.58 2.29
H -4.01 -0.50 -3.57
H -5.57 -1.66 -5.01
H -5.38 -3.99 -5.47
H -3.45 -5.23 -5.01
H -1.56 -4.03 -3.46
H -1.26 2.57 -3.54
H -0.85 4.13 -5.40
H 1.39 4.00 -6.67
H 2.87 2.26 -6.04
H 2.49 0.69 -4.21
H 3.18 -0.13 -2.17
H 4.50 -2.24 -2.24
H 3.69 -4.12 -3.57
H 1.29 -4.05 -4.37
H -0.09 -2.17 -3.96
O 2.22 -0.19 0.39
H 2.64 -0.39 -0.45
H 2.52 0.68 0.60
N -2.56 1.84 -0.37
C -1.53 1.40 -0.17
F 2.01 6.03 -4.18
C 1.91 5.15 -3.16
C 0.88 5.28 -2.20
F -0.06 6.11 -2.38
C 0.82 4.38 -1.14
F -0.19 4.58 -0.29
C 1.65 3.25 -0.94
O 1.51 2.30 -0.05
C 2.74 3.30 -1.85
F 3.62 2.33 -1.67
C 2.88 4.19 -2.88
F 4.02 4.11 -3.62
C 1.94 -0.59 5.48
Si 0.72 -0.79 4.13
C 1.27 -2.26 3.12
C -0.88 -1.23 4.96
As 0.57 1.11 2.73
Si 2.62 2.32 3.12
C 2.78 2.79 4.88
C 4.01 1.00 2.76
C 2.84 3.80 2.14
Si -1.16 2.50 3.72
C -1.42 3.99 2.58
C -0.61 3.04 5.43
C -2.81 1.57 3.84
H 2.16 -1.56 5.87
H 1.60 0.06 6.29
H 2.85 -0.04 5.15
H 1.22 -3.14 3.73
H 2.35 -2.23 2.72
H 0.59 -2.42 2.29
H -1.14 -0.77 5.88
H -0.63 -2.30 5.21
H -1.77 -1.20 4.31
H 2.31 2.19 5.66
H 2.57 3.86 5.11
H 3.86 2.69 5.06
H 3.57 -0.06 2.61
H 4.64 0.94 3.68
H 4.61 1.29 1.93
H 1.88 4.14 1.69
H 3.51 3.50 1.34
H 3.24 4.63 2.67
H -0.58 4.70 2.73
H -2.37 4.55 2.74
H -1.39 3.64 1.57
H -0.08 2.37 6.07
H -1.54 3.40 5.90
H -0.06 3.91 5.36
H -3.15 1.03 3.00
H -3.56 2.32 4.06
H -2.77 0.89 4.68
```

Results
- Orbital gap (spin up / spin down): 7.03 / 7.71 eV
- 2S+1: 4
- Charge: +1
- Relative energy (zero: lowest compared OMol25 entry of this formula, charge and spin): 0.0 kcal/mol
- LUMO (spin up / spin down): -3.38 / -2.75 eV

Results of the Löwdin charge analysis, in e, for atoms 1 through 5:
1. Cr 0.289
2. C -0.324
3. N -0.208
4. C -0.294
5. P 1.073